# 1
{"formula": "C18H44F6N5O8PbS2", "method": "ωB97M-V/def2-TZVPD", "charge": 1, "largest_force_ev_per_a": 2.048, "total_energy_ev": -86427.06176, "homo_ev": -11.91, "relative_energy_kj_mol": 0.0, "mol_weight_da": 843.9, "species": ["Pb", "C", "F", "F", "F", "S", "O", "O", "N", "S", "O", "O", "C", "F", "F", "F", "C", "C", "C", "O", "C", "N", "H", "H", "H", "H", "H", "H", "H", "H", "H", "H", "H", "C", "C", "C", "O", "C", "N", "H", "H", "H", "H", "H", "H", "H", "H", "H", "H", "H", "C", "C", "C", "O", "C", "N", "H", "H", "H", "H", "H", "H", "H", "H", "H", "H", "H", "C", "C", "C", "O", "C", "N", "H", "H", "H", "H", "H", "H", "H", "H", "H", "H", "H"], "xyz": [[-0.61, -0.10, -0.38], [-2.15, -0.98, 4.07], [-1.32, -2.04, 4.17], [-3.21, -1.16, 4.82], [-1.50, 0.11, 4.43], [-2.69, -0.86, 2.28], [-1.93, -1.81, 1.50], [-4.09, -0.99, 2.25], [-2.07, 0.58, 1.77], [-3.09, 1.78, 2.11], [-4.00, 2.01, 1.05], [-3.63, 1.77, 3.42], [-1.94, 3.19, 2.06], [-1.07, 3.10, 3.06], [-1.23, 3.15, 0.91], [-2.59, 4.32, 2.13], [1.72, 2.86, -3.56], [0.94, 1.71, -2.94], [1.40, 0.37, -3.46], [0.43, -0.61, -3.01], [0.65, -1.90, -3.54], [0.93, 1.75, -1.46], [1.86, 2.70, -4.63], [2.71, 2.96, -3.11], [1.22, 3.82, -3.41], [-0.09, 1.81, -3.28], [2.41, 0.11, -3.11], [1.34, 0.38, -4.55], [-0.31, -2.33, -3.82], [1.18, -2.52, -2.82], [1.25, -1.85, -4.46], [0.85, 2.73, -1.20], [1.87, 1.51, -1.10], [1.98, 1.79, 3.64], [1.83, 1.65, 2.12], [3.18, 1.42, 1.53], [3.14, 1.20, 0.12], [4.14, 1.88, -0.59], [0.95, 0.51, 1.75], [2.64, 1.01, 4.04], [1.00, 1.61, 4.09], [2.33, 2.77, 3.97], [1.43, 2.59, 1.73], [3.64, 0.54, 2.01], [3.76, 2.32, 1.76], [3.85, 2.92, -0.78], [4.30, 1.35, -1.53], [5.09, 1.86, -0.05], [0.10, 0.59, 2.31], [1.41, -0.30, 2.20], [0.81, -4.16, -0.45], [1.12, -3.01, 0.47], [2.14, -3.34, 1.51], [2.15, -2.32, 2.45], [2.30, -2.78, 3.80], [1.50, -1.81, -0.33], [1.69, -4.51, -1.01], [0.05, -3.86, -1.17], [0.44, -5.02, 0.10], [0.21, -2.81, 1.02], [3.12, -3.52, 1.05], [1.85, -4.30, 1.97], [2.47, -1.90, 4.41], [3.16, -3.45, 3.88], [1.40, -3.31, 4.12], [1.95, -1.17, 0.33], [2.30, -2.06, -0.92], [-4.59, -0.77, -1.18], [-3.52, -0.95, -2.24], [-3.08, 0.33, -2.86], [-2.54, 1.22, -1.89], [-2.71, 2.56, -2.22], [-2.40, -1.78, -1.72], [-4.97, -1.74, -0.85], [-5.45, -0.21, -1.56], [-4.22, -0.28, -0.28], [-4.02, -1.48, -3.07], [-3.92, 0.78, -3.40], [-2.29, 0.14, -3.61], [-1.99, 3.16, -1.68], [-3.71, 2.93, -1.96], [-2.58, 2.75, -3.29], [-1.86, -2.00, -2.56], [-2.82, -2.66, -1.41]]}



# 2
{"formula": "C18H44GaINO2P2", "method": "ωB97M-V/def2-TZVPD", "charge": -1, "largest_force_ev_per_a": 1.492, "total_energy_ev": -104018.67571, "homo_ev": -3.56, "mol_weight_da": 565.1, "species": ["C", "O", "C", "C", "C", "C", "C", "C", "C", "C", "C", "Ga", "C", "C", "C", "I", "P", "N", "P", "C", "C", "H", "H", "H", "H", "H", "H", "H", "H", "H", "H", "H", "H", "H", "H", "H", "H", "H", "H", "H", "H", "H", "H", "H", "H", "H", "H", "H", "H", "H", "H", "H", "H", "H", "H", "H", "H", "C", "C", "C", "O", "H", "H", "H", "H", "H", "H", "H", "H"], "xyz": [[6.21, -1.25, 1.78], [5.77, -0.29, 0.84], [5.60, -0.86, -0.45], [5.31, 0.25, -1.44], [3.79, 0.49, -1.62], [3.36, 1.92, -1.25], [1.92, 2.23, -1.70], [1.11, 3.01, -0.64], [-0.17, 2.31, -0.21], [0.06, 1.04, 0.62], [0.21, -0.26, -0.21], [-0.87, -1.79, 0.57], [-1.28, -1.64, 2.57], [-0.26, -0.93, 3.43], [-0.53, -1.16, 4.93], [1.78, -1.50, 3.04], [-2.96, -1.64, -0.57], [-3.10, -0.18, -1.28], [-0.06, -3.95, 0.07], [0.60, -4.85, 1.55], [1.29, -3.89, -1.20], [5.43, -1.99, 1.95], [7.12, -1.74, 1.43], [6.44, -0.75, 2.71], [6.51, -1.41, -0.73], [4.79, -1.59, -0.41], [5.76, 0.02, -2.40], [5.74, 1.17, -1.05], [3.45, 0.23, -2.62], [3.28, -0.16, -0.91], [3.43, 1.97, -0.17], [4.07, 2.62, -1.69], [1.41, 1.32, -1.96], [1.98, 2.83, -2.60], [0.82, 3.97, -1.07], [1.71, 3.24, 0.23], [-0.71, 3.02, 0.42], [-0.83, 2.11, -1.05], [0.96, 1.19, 1.23], [-0.80, 0.93, 1.27], [1.24, -0.56, -0.35], [-0.23, -0.05, -1.18], [-2.22, -1.11, 2.70], [-1.42, -2.65, 2.96], [-0.29, 0.14, 3.28], [-0.16, -0.33, 5.53], [-1.60, -1.24, 5.07], [-0.09, -2.10, 5.25], [-3.01, -2.66, -1.56], [-4.05, -1.90, 0.31], [-3.96, 0.26, -0.95], [0.89, -5.85, 1.26], [1.46, -4.40, 2.04], [-0.23, -4.96, 2.24], [0.85, -4.18, -2.15], [1.74, -2.90, -1.33], [2.09, -4.60, -1.01], [-7.27, 1.79, -2.08], [-6.47, 2.90, -1.42], [-6.62, 4.22, -2.17], [-5.10, 2.54, -1.34], [-6.92, 1.62, -3.10], [-7.15, 0.86, -1.53], [-8.33, 2.04, -2.12], [-6.81, 3.03, -0.39], [-6.25, 4.12, -3.20], [-6.04, 5.00, -1.69], [-7.67, 4.53, -2.22], [-4.76, 2.40, -2.23]]}



# 3
{"formula": "C18H44IN2O2S", "method": "ωB97M-V/def2-TZVPD", "charge": 1, "largest_force_ev_per_a": 0.564, "total_energy_ev": -45382.41923, "homo_ev": -10.02, "relative_energy_kj_mol": 0.0, "mol_weight_da": 479.5, "species": ["C", "C", "O", "C", "S", "I", "C", "C", "C", "O", "H", "H", "H", "H", "H", "H", "H", "H", "H", "H", "H", "H", "H", "H", "C", "C", "N", "C", "C", "C", "C", "H", "H", "H", "H", "H", "H", "H", "H", "H", "H", "H", "H", "H", "H", "H", "C", "C", "N", "C", "C", "C", "C", "H", "H", "H", "H", "H", "H", "H", "H", "H", "H", "H", "H", "H", "H", "H"], "xyz": [[0.42, -5.03, 0.32], [0.33, -3.88, -0.66], [-0.94, -3.19, -0.65], [-1.19, -2.43, 0.45], [-2.87, -2.67, 1.17], [-2.63, -4.18, 3.01], [-3.81, -3.56, -0.09], [-3.36, -4.98, -0.51], [-4.19, -6.08, 0.15], [-3.57, -5.08, -1.90], [1.46, -5.36, 0.38], [0.14, -4.73, 1.34], [-0.20, -5.87, 0.03], [0.43, -4.24, -1.67], [1.12, -3.15, -0.47], [-1.20, -1.37, 0.19], [-0.49, -2.58, 1.28], [-3.81, -2.89, -0.94], [-4.82, -3.58, 0.32], [-2.31, -5.14, -0.27], [-5.22, -5.78, 0.29], [-3.75, -6.39, 1.09], [-4.17, -6.93, -0.53], [-2.88, -4.61, -2.37], [5.97, 1.66, 0.14], [4.59, 1.44, -0.46], [4.13, 0.07, -0.33], [2.96, -0.23, -1.14], [1.65, 0.49, -0.80], [4.12, -0.47, 1.02], [3.30, 0.26, 2.09], [6.69, 0.96, -0.28], [6.31, 2.67, -0.08], [5.97, 1.55, 1.22], [4.63, 1.66, -1.53], [3.89, 2.17, -0.02], [2.80, -1.31, -1.11], [3.22, 0.00, -2.18], [1.19, 0.10, 0.11], [0.93, 0.35, -1.62], [1.79, 1.57, -0.67], [5.16, -0.52, 1.36], [3.80, -1.52, 0.95], [3.44, 1.34, 2.04], [3.61, -0.07, 3.08], [2.23, 0.06, 1.99], [-2.53, 6.33, -0.93], [-2.69, 4.99, -0.23], [-1.91, 3.93, -0.86], [-2.27, 2.60, -0.40], [-1.98, 2.23, 1.06], [-0.49, 4.19, -1.02], [0.33, 4.50, 0.24], [-2.77, 6.24, -1.99], [-3.21, 7.06, -0.49], [-1.52, 6.73, -0.84], [-3.74, 4.69, -0.28], [-2.45, 5.12, 0.84], [-1.76, 1.88, -1.05], [-3.34, 2.47, -0.58], [-0.92, 2.07, 1.25], [-2.50, 1.31, 1.32], [-2.34, 3.00, 1.75], [-0.37, 5.02, -1.72], [-0.06, 3.32, -1.52], [-0.18, 5.22, 0.89], [1.28, 4.94, -0.04], [0.54, 3.61, 0.84]]}